C32H22CrF8N8O3S | wB97M-V/def2-TZVPD

The geometry in XYZ format:
```
75
Properties=species:S:1:pos:R:3:forces:R:3
Cr 7.340884 11.142002 16.002320 1.229 1.425 2.129
C 5.560334 8.876868 17.325982 0.050 -0.098 0.226
N 6.468580 9.967166 17.722404 0.099 0.212 -0.174
C 7.551916 9.383536 18.539020 -0.030 0.039 0.195
C 5.709857 10.959053 18.539770 -0.059 -0.290 -0.201
C 6.353925 12.318179 18.431877 -0.041 -0.198 0.021
N 6.472733 12.575402 17.011000 -0.451 0.077 -0.441
C 6.662425 13.868628 16.559928 -0.171 -0.735 -0.011
C 6.342770 14.072185 15.214527 -0.096 0.439 -0.087
F 5.809897 13.014048 14.557247 0.056 0.497 -0.178
C 6.571400 15.283210 14.590344 -0.240 -0.454 -0.011
F 6.287685 15.430365 13.289848 -0.019 -0.053 0.053
C 7.077414 16.348909 15.304658 0.027 0.101 0.059
C 7.346463 16.170633 16.645536 0.022 0.046 0.083
F 7.848056 17.198390 17.351134 -0.080 -0.138 0.010
C 7.139884 14.957044 17.282049 0.183 0.363 -0.090
F 7.453159 14.845211 18.586180 0.045 -0.011 -0.125
H 5.109463 8.432515 18.224577 0.032 0.023 -0.146
H 6.119680 8.109050 16.797417 -0.010 -0.060 -0.012
H 4.776176 9.252129 16.678798 -0.082 0.077 -0.065
H 7.119385 8.824419 19.381421 0.034 0.101 -0.097
H 8.206156 10.171313 18.906402 -0.061 -0.080 -0.028
H 8.129885 8.688991 17.936497 0.112 -0.027 -0.108
H 5.649062 10.595818 19.568235 0.023 0.018 0.102
H 4.697800 10.999012 18.139490 -0.018 0.062 -0.079
H 7.302168 12.334426 18.960139 -0.029 0.033 -0.124
H 5.700704 13.053013 18.898814 -0.113 0.143 0.033
H 7.244690 17.301317 14.826695 0.043 0.039 -0.006
S 8.412857 12.227629 14.036426 -0.653 -0.032 -0.298
C 9.964034 11.813535 13.486206 -0.020 -0.089 0.113
N 11.059312 12.490534 13.771169 0.055 0.109 0.049
C 12.216375 11.984842 13.040165 0.084 0.091 0.071
C 11.564817 11.021202 12.027582 0.207 -0.220 -0.066
N 10.219530 10.867948 12.571196 -0.078 -0.010 0.127
H 11.052373 13.072235 14.610054 0.088 -0.088 -0.137
H 12.890550 11.466117 13.720603 0.067 -0.060 0.009
H 12.763662 12.794097 12.553738 -0.063 -0.088 0.053
H 12.085733 10.061568 11.976476 -0.077 0.146 -0.005
H 11.521615 11.450774 11.028677 0.016 0.071 -0.111
H 9.450271 10.472906 12.049801 0.173 0.001 0.061
O 9.050690 12.387160 19.926276 0.261 0.077 0.150
C 10.382477 12.198774 19.672613 -0.275 0.016 -0.146
C 11.271361 12.026014 20.718829 0.324 -0.176 -0.052
C 12.610154 11.792214 20.455411 0.061 0.136 -0.095
C 13.072576 11.787138 19.145177 0.058 -0.123 0.254
C 12.179761 11.995438 18.112469 -0.151 0.038 -0.166
C 10.822798 12.187424 18.349000 -0.067 -0.048 0.064
C 9.908430 12.357175 17.158996 -0.680 -0.591 0.173
O 10.206487 13.120144 16.260135 0.408 0.381 0.091
O 8.850881 11.590031 17.181325 0.510 -0.249 -0.153
H 8.938527 12.576330 20.865569 -0.003 -0.016 -0.061
H 10.913738 12.042015 21.738267 -0.078 0.014 0.121
H 13.295052 11.626600 21.275550 0.022 0.013 0.020
H 14.118275 11.605363 18.944587 0.036 0.024 -0.054
H 12.517270 11.999016 17.083828 0.040 0.030 -0.001
F 6.743851 10.576156 11.863681 0.001 -0.163 -0.278
C 7.431121 9.603704 11.252948 -0.027 0.109 -0.159
C 8.162782 9.915464 10.137487 -0.024 -0.100 0.170
F 8.169556 11.179650 9.716307 -0.031 -0.074 0.041
C 8.943619 8.944006 9.457805 -0.122 0.016 0.042
C 8.792565 7.615008 9.927333 -0.236 0.058 0.260
C 8.039353 7.309902 11.036732 0.174 0.025 -0.220
F 8.015693 6.042686 11.451976 -0.004 0.102 -0.014
C 7.376667 8.298765 11.784146 0.078 0.152 -0.010
C 6.741445 8.053682 13.039218 -0.211 -0.485 -0.139
C 6.613973 9.053958 13.968302 0.100 -1.575 -1.579
N 6.590408 9.867393 14.768442 -0.579 1.101 1.088
C 6.307413 6.770631 13.469380 0.040 0.068 -0.032
N 5.921027 5.760568 13.860981 -0.067 -0.182 0.098
F 9.438270 6.627884 9.317746 0.010 0.018 0.020
C 9.848324 9.296771 8.437477 0.078 0.025 -0.143
C 10.695079 8.374075 7.777606 -0.208 0.029 0.209
N 11.435468 7.682810 7.237625 0.310 -0.310 -0.291
C 10.113384 10.635171 8.056408 -0.092 -0.097 0.124
N 10.413991 11.698580 7.741169 0.092 0.370 -0.124
```
Forces are in eV/Å.

Calculated values
molecular weight: 802.628 g/mol
spin multiplicity: 5
DFT total energy: -112598.757 eV
Kohn-Sham gap (spin up / spin down): 6.62 / 5.36 eV
HOMO level (spin up / spin down): -7.85 / -8.14 eV

How positive or negative is each atom? The Mulliken charges in e answer that:
1. Cr 0.84
2. C -1.43
3. N 1.31
4. C -1.29
5. C -1.69
6. C 0.30
7. N 0.01
8. C 0.70
9. C -0.41
10. F -0.40
11. C 0.53
12. F -0.32
13. C -0.78
14. C 0.31
15. F -0.33
16. C 0.52
17. F -0.37
18. H 0.35
19. H 0.41
20. H 0.42
21. H 0.36
22. H 0.32
23. H 0.26
24. H 0.35
25. H 0.48
26. H -0.24
27. H 0.67
28. H 0.52
29. S -0.20
30. C -0.32
31. N 0.06
32. C -0.68
33. C -0.57
34. N 0.12
35. H 0.40
36. H 0.28
37. H 0.39
38. H 0.37
39. H 0.30
40. H -0.04
41. O -0.37
42. C 0.95
43. C -0.95
44. C -0.56
45. C -0.83
46. C -0.72
47. C 0.15
48. C 0.52
49. O -0.76
50. O -0.04
51. H 0.19
52. H 0.37
53. H 0.38
54. H 0.40
55. H 0.47
56. F -0.45
57. C 0.13
58. C 0.23
59. F -0.36
60. C 0.75
61. C 0.13
62. C 0.28
63. F -0.33
64. C 0.70
65. C -0.53
66. C 0.73
67. N -0.33
68. C -0.33
69. N -0.56
70. F -0.32
71. C 0.64
72. C -0.06
73. N -0.52
74. C 0.03
75. N -0.54

=====

C20H36CaF6O18P | wB97M-V/def2-TZVPD

The geometry in XYZ format:
```
82
Properties=species:S:1:pos:R:3:forces:R:3
Ca -10.140218 1.683506 -13.368659 -0.177 0.975 -0.940
P -8.972837 3.019608 -10.819511 -0.578 -0.149 1.351
F -7.475988 3.420891 -10.575857 0.280 0.245 -0.111
F -8.514988 1.723090 -11.725250 0.810 -0.493 -0.314
F -8.972538 2.029372 -9.525860 0.007 0.568 -0.422
F -10.490352 2.502671 -11.166098 -0.657 -0.066 0.153
F -9.582746 4.222617 -9.981528 0.295 -0.036 -0.075
F -9.061355 3.888520 -12.204762 0.317 -0.197 0.254
C -9.590174 8.196434 -14.060347 -0.260 0.611 -0.620
C -10.162770 7.199838 -15.046254 0.798 1.178 -0.539
C -9.225242 6.740073 -16.167006 0.085 0.682 -0.178
O -9.483777 5.339552 -16.214099 0.942 -0.472 -0.569
C -10.017250 4.929527 -15.070019 -0.516 0.964 0.534
O -10.117097 3.790063 -14.732159 -0.049 -0.049 -0.214
O -10.473190 5.989806 -14.362945 -0.157 -0.822 -0.131
H -8.574362 7.966822 -13.745900 -0.181 -0.332 0.365
H -10.311769 8.328005 -13.256315 0.333 -0.202 0.334
H -9.533007 9.183532 -14.531184 -0.005 -0.109 -0.162
H -11.001358 7.671376 -15.567342 -0.628 -0.545 0.609
H -8.177151 7.008706 -16.002152 0.076 -0.686 0.403
H -9.439368 7.169216 -17.144504 -0.414 -0.113 0.059
C -10.545894 -1.823614 -18.985056 1.096 0.488 0.119
C -11.038289 -0.415397 -18.760829 -1.487 0.244 -0.183
C -12.519366 -0.303949 -18.291271 0.648 -0.359 -0.260
O -12.451608 0.535261 -17.147579 0.338 0.162 0.499
C -11.159615 0.718313 -16.773268 -0.970 -0.426 -0.722
O -10.855727 1.259482 -15.759409 0.317 0.087 0.300
O -10.328918 0.233407 -17.700289 0.393 -0.029 0.492
H -10.433861 -2.357514 -18.040713 -0.485 -0.047 0.047
H -9.522769 -1.754859 -19.365027 -0.113 -0.133 -0.240
H -11.153179 -2.369913 -19.701047 -0.114 0.004 0.051
H -10.969990 0.227084 -19.640332 0.518 -0.230 -0.083
H -12.914539 -1.277375 -17.993040 -0.153 0.122 -0.091
H -13.126015 0.179232 -19.054342 -0.186 -0.165 0.147
C -5.508496 2.210809 -13.280203 0.063 -1.552 0.916
O -5.756847 2.415132 -14.653864 0.245 0.625 -0.523
C -6.990034 2.310800 -15.121417 0.637 -0.063 0.832
O -7.948880 2.016074 -14.442006 -0.180 -0.108 -0.478
O -6.933681 2.574466 -16.408568 -0.006 0.200 -0.074
C -8.079299 2.328057 -17.187810 -1.487 -1.089 -0.423
H -5.473908 1.126744 -13.097680 -0.117 0.097 -0.057
H -6.262451 2.593771 -12.602608 -0.095 0.481 -0.221
H -4.508303 2.550948 -13.033751 -0.105 0.493 -0.281
H -9.031052 2.585919 -16.722642 0.373 0.693 0.297
H -8.238170 1.255622 -17.357666 0.672 0.086 -0.058
H -7.973970 2.819935 -18.147322 0.231 0.188 0.086
C -7.434550 -1.640430 -12.381046 0.840 0.453 -0.495
O -8.239465 -2.245908 -13.405333 0.035 -0.476 0.219
C -9.080105 -1.512030 -14.091879 0.092 -0.097 -0.072
O -9.357464 -0.359969 -13.871994 0.420 -0.260 -0.043
O -9.635948 -2.146387 -15.106833 -0.108 0.049 -0.150
C -9.374893 -3.532115 -15.363843 -0.555 -0.607 0.053
H -6.405936 -1.845951 -12.682846 -0.044 -0.060 0.163
H -7.611189 -2.098889 -11.414421 -0.363 0.030 -0.044
H -7.563103 -0.559523 -12.394524 -0.233 -0.084 0.301
H -8.882224 -4.037953 -14.539930 0.155 0.196 -0.054
H -8.821617 -3.649697 -16.291357 0.184 0.199 0.050
H -10.355336 -3.992040 -15.486310 0.025 0.008 -0.081
C -13.538723 3.047196 -15.579976 -0.367 0.238 0.003
O -13.856579 3.803795 -14.403020 -0.666 -0.012 -0.409
C -13.184683 3.518015 -13.317011 0.464 0.329 0.846
O -12.184239 2.830936 -13.234477 -0.643 -0.172 -0.275
O -13.741439 4.149310 -12.298170 -0.441 0.082 -0.349
C -13.045458 4.144060 -11.059479 0.425 -0.093 0.715
H -12.510702 3.276786 -15.839300 0.107 -0.574 -0.154
H -14.214774 3.366969 -16.370730 0.043 0.407 0.168
H -13.791780 2.003672 -15.411432 0.639 -0.151 0.085
H -13.499528 4.883158 -10.404822 -0.105 0.230 -0.371
H -11.996132 4.372529 -11.224823 -0.011 -0.027 0.128
H -13.146423 3.195746 -10.527525 0.101 -0.164 -0.375
C -11.476454 -0.071553 -9.842244 0.232 -0.024 0.263
O -12.308722 -0.909306 -10.667849 0.008 -0.061 0.328
C -12.212300 -0.774247 -11.956327 0.332 -0.654 -0.821
O -11.580276 0.055025 -12.584417 -0.545 0.128 0.650
O -12.850200 -1.784633 -12.553986 -0.124 0.324 0.406
C -13.246440 -1.565892 -13.897078 -0.833 0.507 -0.654
H -11.806636 0.959726 -9.886264 0.068 0.044 -0.112
H -10.433224 -0.167615 -10.134759 -0.022 0.178 -0.180
H -11.568834 -0.450919 -8.829429 -0.214 -0.063 -0.062
H -13.748312 -2.473904 -14.216403 0.341 -0.159 -0.073
H -12.456193 -1.240151 -14.573194 0.344 -0.398 0.228
H -14.006844 -0.778579 -13.957925 0.065 0.008 0.292
```
Forces are in eV/Å.

Calculated values
molecular weight: 749.530 g/mol
net charge: +1
relative energy (zero: lowest compared OMol25 entry of this formula, charge and spin): 0.0 kJ/mol
DFT total energy: -102218.399 eV
Kohn-Sham gap: 11.41 eV
HOMO level: -13.25 eV

How positive or negative is each atom? The Mulliken charges in e answer that:
1. Ca 1.62
2. P 1.46
3. F -0.40
4. F -0.40
5. F -0.46
6. F -0.44
7. F -0.39
8. F -0.30
9. C -1.47
10. C 0.42
11. C -0.62
12. O -0.33
13. C 0.11
14. O 1.25
15. O -0.31
16. H 0.36
17. H 0.34
18. H 0.43
19. H 0.26
20. H 0.29
21. H 0.31
22. C -1.24
23. C 0.27
24. C -0.63
25. O -0.38
26. C 0.05
27. O 0.50
28. O -0.32
29. H 0.13
30. H 0.38
31. H 0.42
32. H 0.36
33. H 0.33
34. H 0.31
35. C -0.50
36. O -0.46
37. C 0.53
38. O -0.26
39. O -0.42
40. C -0.30
41. H 0.20
42. H 0.14
43. H 0.34
44. H -0.17
45. H 0.30
46. H 0.34
47. C -0.29
48. O -0.45
49. C 0.17
50. O 0.20
51. O -0.14
52. C -0.85
53. H 0.30
54. H 0.30
55. H -0.14
56. H 0.42
57. H 0.25
58. H 0.25
59. C -0.39
60. O -0.47
61. C 0.42
62. O 0.13
63. O -0.45
64. C -0.56
65. H 0.00
66. H 0.33
67. H 0.23
68. H 0.31
69. H 0.17
70. H 0.23
71. C -0.44
72. O -0.45
73. C 0.35
74. O -0.40
75. O -0.42
76. C -0.48
77. H 0.10
78. H 0.23
79. H 0.30
80. H 0.33
81. H 0.00
82. H 0.32

=====

Q: molecular weight of number 2 (C20H36CaF6O18P)?
A: 749.530 g/mol